Entry 1:
C4H4N2O2 | wB97M-V/def2-TZVPD

Summary:
Kohn-Sham gap (eV): 8.9
Structure (SMILES): O=c1ccn(O)cn1
Spin multiplicity: 1
E_HOMO (eV): -9.256
Lowest unoccupied orbital energy (Ha): -0.0123

```
12
Properties=species:S:1:pos:R:3:mulliken_charge:R:1
C -0.930 -0.562 0.367 -0.336
C -0.035 -1.565 -0.050 -0.438
C 1.319 -0.929 -0.639 0.507
C 0.442 1.188 -0.656 0.134
H -1.170 1.924 1.671 0.367
H -1.800 -0.948 0.677 0.460
H -0.133 -2.619 0.247 0.369
H 0.550 2.372 -0.755 0.325
N -0.673 0.749 -0.115 0.196
N 1.473 0.395 -0.759 -0.469
O -1.404 1.679 0.680 -0.517
O 2.361 -1.684 -0.669 -0.597
```

Entry 2:
H5NO2 | wB97M-V/def2-TZVPD

Summary:
Kohn-Sham gap (eV): 11.9
Structure (SMILES): NO.O
Spin multiplicity: 1
E_HOMO (eV): -10.886
Lowest unoccupied orbital energy (Ha): 0.0363

```
8
Properties=species:S:1:pos:R:3:mulliken_charge:R:1
H 1.227 0.337 -0.068 0.357
H 2.423 -0.167 0.711 0.317
H -0.610 1.142 -0.818 0.373
H -0.975 -1.274 -0.003 0.257
H -2.077 -0.280 0.569 0.256
N -1.496 -0.380 -0.234 -0.416
O 2.079 -0.102 -0.202 -0.656
O -0.571 0.724 0.045 -0.490
```

Entry 3:
C6H7N4O4 | wB97M-V/def2-TZVPD

Summary:
Kohn-Sham gap (eV): 7.6
Structure (SMILES): [H]/N=C/C=C(/C(=O)[O-])C(=C(N)N)[N+](=O)[O-]
Spin multiplicity: 1
Net charge: -1
E_HOMO (eV): -4.168
Lowest unoccupied orbital energy (Ha): 0.1251

```
21
Properties=species:S:1:pos:R:3:mulliken_charge:R:1
C 0.164 0.628 -2.163 -1.076
C -0.699 1.523 -1.503 0.044
C 0.970 -0.137 -1.419 0.745
C 1.298 0.262 -0.048 0.064
C 1.696 -1.268 -2.162 0.377
C 0.854 -0.587 1.058 -0.015
N -1.339 1.172 -0.423 -0.502
N 0.559 -1.812 0.630 -0.278
N 0.823 -0.183 2.355 -0.398
N 1.534 1.614 0.058 1.037
O 2.339 -1.087 -3.190 -0.714
O 1.441 -2.388 -1.633 -0.749
O 1.609 2.382 -0.910 -0.698
O 1.789 2.037 1.217 -0.899
H 0.119 0.538 -3.157 0.635
H -0.611 2.605 -1.775 0.244
H -1.898 1.693 0.135 0.146
H 0.830 -2.088 -0.400 0.334
H 0.105 -2.664 1.160 0.214
H 0.993 0.845 2.384 0.282
H 0.215 -0.594 3.038 0.209
```

Entry 4:
C12H12F3N3O2S2 | wB97M-V/def2-TZVPD

Summary:
Kohn-Sham gap (eV): 8.2
Structure (SMILES): CN(O)C(=O)NCCSc1nc2cc(C(F)(F)F)ccc2s1
Spin multiplicity: 1
E_HOMO (eV): -8.525
Lowest unoccupied orbital energy (Ha): -0.0135

```
34
Properties=species:S:1:pos:R:3:mulliken_charge:R:1
O 2.351 -1.720 2.369 -0.687
F -5.421 0.502 -0.791 -0.260
F -4.470 0.671 -2.865 -0.201
F -4.117 -1.096 -1.610 -0.255
N 0.614 0.909 -1.580 -0.609
O -0.321 -1.277 0.184 -0.457
S 0.826 2.897 0.097 -0.241
S 3.271 1.340 -1.295 -0.142
C 1.699 -1.644 1.345 0.436
C 1.531 1.702 -1.038 0.359
C -1.916 2.564 0.388 -0.736
C -3.099 2.030 -0.142 -0.462
C -1.772 0.605 -1.533 -0.036
C -0.667 1.312 -1.154 -0.816
C -0.723 2.263 -0.170 0.911
C -3.066 1.018 -1.109 0.044
N 0.339 -1.794 1.278 0.247
N 2.392 -1.318 0.180 -0.112
C -4.360 0.278 -1.633 0.783
C -0.414 -2.597 2.257 -0.918
C 4.071 0.479 0.157 -0.555
C 3.806 -1.066 0.079 -0.906
H 0.011 -0.537 -0.255 0.519
H -2.054 3.382 1.034 0.413
H -4.020 2.326 0.343 0.429
H -1.902 -0.156 -2.218 0.527
H 1.845 -1.387 -0.735 0.306
H -0.687 -1.843 3.002 0.320
H -1.293 -3.040 1.701 0.299
H 0.186 -3.386 2.671 0.319
H 5.114 0.736 0.073 0.397
H 3.780 1.063 1.038 0.350
H 4.057 -1.513 -0.866 0.385
H 4.407 -1.699 0.797 0.350
```

Entry 5:
C6H17N2 | wB97M-V/def2-TZVPD

Summary:
Kohn-Sham gap (eV): 9.9
Structure (SMILES): CCN(CC)CC[NH3+]
Spin multiplicity: 1
Net charge: +1
E_HOMO (eV): -13.354
Lowest unoccupied orbital energy (Ha): -0.1253

```
25
Properties=species:S:1:pos:R:3:mulliken_charge:R:1
N -1.125 2.115 -0.247 -0.304
C -2.148 1.078 -0.135 -0.925
C -1.580 -0.215 0.635 -0.490
N -0.125 -0.320 0.308 0.207
C 0.047 -1.094 -0.862 -0.735
C 0.774 -0.254 -1.928 -0.688
C 0.800 -0.799 1.343 -0.766
C 2.329 -0.703 1.037 -1.198
H -1.465 3.020 0.299 0.409
H -0.217 1.688 0.257 0.361
H -0.626 2.142 -1.172 0.397
H -3.032 1.432 0.233 0.587
H -2.333 0.736 -1.127 0.326
H -1.347 -0.138 1.793 0.351
H -2.164 -1.097 0.560 0.413
H 0.717 -2.123 -0.695 0.321
H -0.855 -1.520 -1.356 0.360
H 1.577 0.178 -1.272 0.226
H -0.087 0.495 -2.108 0.002
H 1.115 -0.777 -2.881 0.370
H 0.787 -0.072 2.157 0.437
H 0.685 -1.696 1.931 0.379
H 2.808 -1.444 0.320 0.282
H 2.601 0.340 0.778 0.347
H 2.865 -0.973 2.132 0.329
```

Entry 6:
C36H51BMoN9O4PS4 | wB97M-V/def2-TZVPD

Summary:
Expectation value of S²: 2.25
Kohn-Sham gap (alpha / beta) (eV): 6.2 / 4.8
Spin multiplicity: 3
Net charge: +2
E_HOMO (alpha / beta) (eV): -12.166 / -12.175
Lowest unoccupied orbital energy (alpha / beta) (Ha): -0.2195 / -0.2709

```
107
Properties=species:S:1:pos:R:3:mulliken_charge:R:1
Mo 1.446 -1.943 -1.417 0.687
C -3.164 3.259 -2.830 -1.344
C -1.947 4.174 -2.670 1.046
C -2.386 5.636 -2.529 -1.663
C -1.094 4.088 -3.931 -1.851
N -1.283 3.790 -1.360 0.690
C -1.964 4.139 -0.198 -0.092
C -1.246 3.721 0.842 -1.919
N -0.115 3.074 0.363 0.768
B 0.944 2.703 1.443 0.565
N 0.274 1.908 2.623 0.686
C 0.646 2.230 3.902 -1.505
C -0.059 1.460 4.753 -0.278
N -0.877 0.643 4.008 0.692
C -0.650 0.916 2.685 -1.245
S -1.262 0.173 1.266 0.882
C -1.803 -0.297 4.756 1.073
C -2.748 -1.079 3.861 -2.047
C -0.920 -1.278 5.528 -1.495
C -2.644 0.555 5.710 -1.600
N 2.305 2.050 1.012 0.175
C 3.381 2.906 0.971 -1.253
C 4.491 2.178 0.798 -0.579
N 4.117 0.849 0.720 0.914
C 2.759 0.797 0.792 -0.794
S 1.676 -0.588 0.727 0.513
C 5.230 -0.187 0.802 0.923
C 6.188 0.013 -0.371 -1.208
C 5.970 0.077 2.120 -1.666
C 4.727 -1.621 0.816 -1.737
C -0.131 3.115 -1.008 0.290
S 1.042 2.382 -2.031 -0.638
H -3.696 3.514 -3.750 0.491
H -3.859 3.364 -1.992 0.378
H -2.849 2.212 -2.888 0.182
H -2.803 5.979 -3.476 0.448
H -1.529 6.267 -2.284 0.398
H -3.152 5.777 -1.764 0.439
H -1.683 4.531 -4.740 0.534
H -0.851 3.069 -4.207 0.288
H -0.170 4.656 -3.839 0.431
H -2.899 4.674 -0.206 0.595
H -1.446 3.822 1.899 0.620
H 1.273 3.733 1.968 -0.215
H 1.380 2.995 4.103 0.691
H -0.051 1.445 5.831 0.604
H -2.213 -1.771 3.217 0.396
H -3.362 -0.414 3.252 0.440
H -3.411 -1.659 4.507 0.611
H -0.295 -1.856 4.841 0.308
H -1.556 -1.972 6.081 0.451
H -0.274 -0.771 6.248 0.395
H -3.197 1.320 5.158 0.375
H -2.040 1.044 6.474 0.406
H -3.366 -0.086 6.218 0.451
H 3.263 3.970 1.093 0.671
H 5.518 2.495 0.741 0.583
H 6.578 1.031 -0.411 0.378
H 5.709 -0.205 -1.319 0.098
H 7.035 -0.665 -0.250 0.473
H 6.539 1.006 2.093 0.424
H 6.674 -0.735 2.302 0.465
H 5.271 0.118 2.958 0.327
H 4.284 -1.896 -0.134 0.082
H 4.020 -1.804 1.622 0.440
H 5.587 -2.273 0.972 0.655
O -0.172 -2.701 -4.885 -0.615
C 0.175 -3.157 -3.808 0.299
O 1.345 -2.907 -3.243 -0.737
C -0.750 -3.955 -2.913 -0.838
P -0.915 -2.874 -1.430 2.118
C -1.352 -3.964 -0.064 0.427
C -2.492 -4.765 -0.163 -0.312
C -2.799 -5.649 0.858 -0.856
C -1.967 -5.745 1.969 -0.555
C -0.843 -4.941 2.077 -0.978
C -0.537 -4.041 1.065 -0.044
C -2.381 -1.860 -1.794 0.634
C -3.296 -1.588 -0.778 -0.697
C -4.425 -0.825 -1.039 -0.728
C -4.649 -0.322 -2.313 -0.595
C -3.744 -0.590 -3.331 -1.037
C -2.611 -1.355 -3.079 -0.535
H -0.242 -4.862 -2.593 0.518
H -1.697 -4.184 -3.386 0.496
H -3.135 -4.696 -1.034 0.476
H -3.687 -6.264 0.788 0.445
H -2.198 -6.457 2.753 0.438
H -0.201 -5.017 2.945 0.513
H 0.326 -3.401 1.163 0.391
H -3.135 -1.997 0.209 0.574
H -5.139 -0.633 -0.246 0.508
H -5.540 0.260 -2.517 0.470
H -3.926 -0.220 -4.334 0.522
H -1.956 -1.593 -3.908 0.484
N 0.567 -0.281 -2.597 0.377
N 1.109 -0.197 -3.909 -0.302
C 2.428 -0.424 -3.984 0.575
N 2.993 -0.367 -5.169 -0.341
S 3.358 -0.736 -2.578 -0.417
H -0.440 -0.211 -2.698 -0.041
H 0.881 0.649 -2.147 -0.244
H 0.547 -0.674 -4.607 0.415
H 2.457 -0.181 -6.003 0.227
H 3.972 -0.571 -5.261 0.251
O 2.124 -3.246 -0.567 -0.098
O 2.616 -4.215 0.080 -0.491
```

Number 1: DFT total energy -414.66384 Ha, F_max 0.151 hartree/bohr. Number 2: DFT total energy -208.16312 Ha, F_max 0.035 hartree/bohr. Number 3: DFT total energy -752.74164 Ha, F_max 0.111 hartree/bohr. Number 4: DFT total energy -1875.11863 Ha, F_max 0.093 hartree/bohr. Number 5: DFT total energy -347.95888 Ha, F_max 0.115 hartree/bohr. Number 6: DFT total energy -4222.89459 Ha, F_max 0.073 hartree/bohr.